C27H41Cl2F12N3O5P | ωB97M-V with the def2-TZVPD basis set

Total energy = -4053.898580 Eh
E_HOMO = -11.8451 eV
Total charge = +1
ΔE to the lowest compared entry with this formula, charge and spin = 0.0 kJ/mol
Orbital gap = 9.037 eV

Element x y z (Å)
Cl 2.20711 2.37161 -1.17917
Cl 2.64550 2.31990 1.92491
P -1.65838 5.47938 -0.02060
F -6.24554 -5.18897 -1.70488
F -4.12799 -2.52740 -1.26959
F -3.23691 -6.60231 -0.43772
F -7.18475 -3.24497 -1.60905
F -5.02031 -5.31238 0.64106
F -3.56616 -5.27607 -2.12986
F -5.65515 -2.74758 0.25254
F -5.57077 -3.58967 -3.01042
F 2.14239 -6.56441 0.61099
F 2.93310 -4.56234 0.89310
F 0.89630 -5.00947 1.44041
F -3.46103 -3.84225 0.98527
O -3.15519 5.13404 -0.43115
O 1.44601 -4.99116 -0.71744
O -1.50127 6.31303 1.17707
O 6.23464 -0.85285 3.13744
O -1.02111 6.05253 -1.35847
N 1.33839 -1.22166 -0.71687
N 0.09885 0.79737 -0.71706
N -0.79484 -1.24567 -1.47199
C -1.69054 -4.89762 -0.74714
C 5.21256 -0.37094 2.29592
C 0.86116 -2.63064 -0.51034
C 6.08515 -0.42761 4.47256
C -4.26864 5.73400 0.28655
C 0.49844 0.70088 2.16489
C 3.80760 -0.69322 -1.05402
C 4.11076 -1.46576 0.22886
C 1.86036 -5.27746 0.53593
C 1.67154 -3.68814 -1.25489
C -0.37671 7.35389 -1.37038
C -3.13905 -5.32880 -0.84067
C -1.03210 3.02733 -1.21155
C 1.35652 1.45246 1.20194
C -4.99326 -3.40473 -0.70005
C -0.89594 3.85377 0.07557
C 1.01832 7.29452 -0.77506
C -4.50423 5.05834 1.62820
C -1.17543 1.52577 -0.98951
C -6.02791 -3.87724 -1.79150
C -4.16093 -4.50353 0.02710
C 0.20190 -0.49404 -0.97391
C 5.41082 -0.98390 0.90726
C 1.19134 1.49093 -0.10554
C -0.66807 -2.58125 -0.83940
C 2.43266 -0.92827 -1.69377
C -1.33218 -3.69173 -1.63443
H -4.07114 6.79909 0.40671
H -2.21836 -3.27290 -2.10792
H 3.90333 0.37445 -0.84168
H 2.14605 -0.02627 -2.23731
H -4.15982 4.02246 1.58965
H -5.12036 5.61259 -0.37977
H -0.18989 3.22806 -1.87193
H 1.00359 7.44616 0.30384
H -1.63803 1.07605 -1.86805
H 0.15334 4.04300 0.32249
H -5.57195 5.03635 1.85276
H 1.11439 -0.00733 2.72276
H 1.64727 8.06495 -1.22430
H -1.34095 3.33807 0.93323
H 5.13846 -0.78740 4.89651
H 1.35044 -3.78238 -2.29179
H 4.23198 -0.65131 2.71308
H 4.56829 -0.92454 -1.80556
H -1.82325 1.34477 -0.12342
H -1.00732 8.06509 -0.83613
H -1.11090 -5.76951 -1.05195
H -1.16925 -2.51324 0.13207
H 4.21804 -2.52932 0.00768
H -3.98472 5.57239 2.43517
H 3.26822 -1.37683 0.92200
H 2.73034 -3.44404 -1.26600
H 2.45967 -1.71854 -2.44609
H 5.25994 0.72727 2.26043
H -1.92267 3.32998 -1.76631
H 5.90645 -0.26047 0.25535
H -0.30188 0.15075 1.66845
H 0.91414 -2.84214 0.55640
H 6.09530 -1.82221 1.03797
H -1.73534 -0.87257 -1.43976
H -1.44986 -4.71701 0.29946
H -0.35266 7.64191 -2.41976
H 6.91054 -0.84907 5.04258
H -0.69686 -4.02617 -2.45567
H 0.05711 1.39227 2.88525
H 1.47739 6.32596 -0.98794
H 6.11388 0.66593 4.55636

---

C10H12N2O5STb | ωB97M-V with the def2-TZVPD basis set

Spin multiplicity = 7
<S²> = 12.776
Total energy = -2095.384841 Eh
E_HOMO (spin up / spin down) = -19.5879 / -19.6051 eV
Total charge = +3
ΔE to the lowest compared entry with this formula, charge and spin = 198.1 kJ/mol
Orbital gap (spin up / spin down) = 5.200 / 5.400 eV

Element x y z (Å)
Tb 1.61029 0.29545 -1.10764
S 1.74640 -1.38323 0.89075
O 2.54589 0.32498 -4.50635
O -1.25172 1.19074 -3.00947
O -0.38546 3.18721 -0.70518
O 0.72178 4.62386 -5.35432
O 3.42936 3.30286 -1.50931
N -0.33118 -0.08654 2.03763
N -0.94632 -1.87908 0.62759
C -1.73126 0.02143 2.46433
C 0.66720 0.82080 2.61920
C 0.36742 2.30678 -0.82811
C -0.27308 0.85417 -2.48426
C 2.20451 0.43563 -3.40619
C -1.46124 -2.92057 1.56644
C 0.03545 -1.04550 1.16880
C 0.95195 3.91404 -4.49474
C 2.78669 2.34390 -1.47219
C -0.64907 -2.42723 -0.71858
H -0.73519 -1.61843 -1.46063
H -1.84256 0.96379 3.00321
H 0.25077 1.22044 3.55478
H -1.14815 -2.69435 2.59815
H -2.01768 -0.80516 3.13277
H -2.56069 -2.90282 1.50503
H -1.09119 -3.91128 1.25479
H -2.40262 0.01264 1.59309
H 0.36881 -2.85441 -0.77165
H 1.60213 0.26601 2.81940
H 0.91907 1.65430 1.93193
H -1.38034 -3.21040 -0.93926

---

C27H67N4O2 | ωB97M-V with the def2-TZVPD basis set

Total energy = -1437.912454 Eh
E_HOMO = -9.3290 eV
Total charge = +1
ΔE to the lowest compared entry with this formula, charge and spin = 413.7 kJ/mol
Orbital gap = 6.742 eV

Element x y z (Å)
O 4.65090 1.08621 -2.53861
O 7.78418 0.57365 -0.87476
N 3.29969 6.49417 -1.05015
N 5.51963 1.05809 -1.51314
N -6.09880 -2.29690 3.69722
N -3.38829 -3.90552 -1.02719
C 6.91840 0.70020 -2.05885
C 4.33390 7.51804 -0.88229
C -5.85402 -3.53870 -1.60824
C 8.94622 -0.29429 -1.11996
C -7.27969 -1.86400 4.44834
C -4.38777 -3.52988 -2.03308
C 1.59449 7.68570 -2.54164
C -6.89825 -4.66213 3.41160
C -4.18173 -1.41091 5.14354
C 3.61682 5.39788 -1.96983
C 4.79030 8.27101 -2.12647
C 0.82233 -0.90955 -3.18249
C 2.58636 0.05611 -1.34995
C 3.29002 1.39427 -2.02377
C 4.91939 4.66901 -1.65047
C 1.01555 0.04537 -1.82626
C 1.93648 7.00988 -1.21622
C -4.45490 -5.85618 0.23565
C -2.12339 -3.17886 1.01903
C 8.60147 -1.89213 -1.25171
C -7.28078 -2.09289 5.95528
C -0.00974 -0.54778 -0.68203
C -5.75846 -3.71957 3.78897
C -3.35910 -5.32928 -0.68350
C -4.93146 -1.41621 3.81376
C -3.32053 -2.96651 0.09615
C 2.68576 0.02392 0.30367
H 2.43805 -1.07664 0.67269
H 0.96574 -2.04753 -2.88126
H -8.30722 -2.02698 6.33570
H 8.57975 -2.35565 -0.17331
H 2.81534 4.65038 -1.91652
H 2.01894 8.68877 -2.60392
H 5.31678 0.29326 -0.80083
H 3.13524 -0.87351 -1.85403
H 5.75368 8.75631 -1.92892
H -0.09401 0.27677 0.17393
H -3.98094 -2.41812 5.51623
H 1.56507 -0.58461 -4.05856
H -6.89523 -3.07737 6.23271
H 0.50787 7.79800 -2.62421
H -6.54515 -5.69834 3.43910
H 0.62438 1.11241 -2.10950
H -2.16881 -4.14164 1.53493
H 4.91088 4.27231 -0.63029
H 2.63406 1.66726 -2.97782
H -5.40416 -3.98457 4.79006
H -1.18137 -3.12226 0.46442
H -4.72281 -0.85291 5.90908
H -7.46376 -0.79812 4.25512
H -3.21465 -0.91246 5.01514
H -8.15901 -2.36342 4.02611
H -7.26121 -4.45855 2.39916
H -7.73891 -4.58815 4.10655
H -1.04979 -0.72242 -1.19793
H 3.32125 2.32488 -1.28449
H 6.75774 -0.32562 -2.64507
H 4.92929 7.61470 -2.98947
H -2.10699 -2.39947 1.78808
H 5.79163 5.31772 -1.76676
H -0.27986 -0.70411 -3.56306
H 3.75126 0.27470 0.72164
H -2.39005 -5.55304 -0.22330
H 1.23930 6.17500 -1.07408
H -6.24897 -4.55362 -1.54412
H -5.22695 -0.38754 3.57155
H 1.70849 7.70397 -0.39744
H 9.44940 -2.35905 -1.94694
H -4.14642 -2.52090 -2.38946
H 4.00440 8.24890 -0.13089
H 3.65585 5.74241 -3.00797
H 9.66317 -0.18664 -0.17148
H -3.23604 -1.94727 -0.30134
H 0.40224 -1.52298 -0.18327
H -4.21921 -1.69264 3.02663
H -4.14682 -6.81971 0.65912
H -6.45465 -3.01403 -2.35933
H -5.38484 -6.03312 -0.30705
H 5.04873 3.82574 -2.33700
H 5.59378 2.00502 -1.03445
H 5.21247 7.04892 -0.42516
H -4.93285 -3.92956 3.09741
H 1.92773 7.10683 -3.40624
H -4.66133 -5.18536 1.07364
H -4.23396 -2.99352 0.69854
H -4.27280 -4.17081 -2.91633
H -6.70101 -1.33086 6.47852
H -6.01714 -3.03516 -0.65246
H 9.59536 0.02381 -2.05631
H -3.35720 -5.92668 -1.60569
H 4.08894 9.06142 -2.39844
H 7.29976 1.46582 -2.86641
H 7.57017 -2.13975 -1.75016
H 1.94233 0.80723 0.80261